DFT (ωB97M-V/def2-TZVPD) results for a structure of composition C32H39ClEuN6O7 in a non-equilibrium geometry.

```
86
Properties=species:S:1:pos:R:3:forces:R:3
Eu -0.738 -0.312 -2.945 1.35 -1.57 0.58
O -1.297 2.547 -6.203 0.23 -0.65 0.54
C -0.763 1.960 -4.968 -0.54 0.52 0.33
O -0.747 0.627 -4.982 -0.22 0.25 -1.33
C -1.704 2.473 -3.815 -0.35 0.01 0.03
C -2.107 3.776 -3.542 0.03 0.20 -0.03
C -2.957 3.986 -2.456 -0.04 0.10 0.02
C -3.378 2.934 -1.637 -0.06 0.45 0.05
C -2.932 1.674 -1.959 0.06 0.10 -0.31
N -2.164 1.504 -3.032 -0.39 0.56 -0.23
C -3.165 0.396 -1.135 -0.40 -0.26 0.25
O -3.821 0.473 -0.095 0.45 0.02 -0.56
O -2.598 -0.637 -1.650 -1.09 0.11 0.84
H -1.237 1.769 -6.775 -0.16 0.22 -0.14
H -1.784 4.600 -4.172 -0.06 -0.10 0.12
H -3.291 4.996 -2.236 0.03 -0.08 -0.02
H -4.008 3.083 -0.768 0.07 0.02 -0.10
C 2.198 -4.312 -3.840 -0.14 -0.11 -0.21
O 0.889 -4.282 -4.442 0.04 0.55 0.40
C 0.122 -3.250 -4.026 -0.30 -1.47 -0.92
O 0.454 -2.437 -3.199 0.60 -0.16 0.25
N -1.086 -3.301 -4.646 0.47 0.29 0.35
N -1.997 -2.305 -4.333 0.01 -0.07 -0.02
H 2.597 -5.292 -4.071 0.06 -0.06 -0.03
H 2.134 -4.169 -2.768 -0.06 -0.02 0.15
H 2.824 -3.535 -4.268 0.05 0.07 -0.07
H -1.293 -4.043 -5.288 0.00 -0.14 -0.12
H -2.783 -2.673 -3.823 -0.28 0.01 0.11
H -2.277 -1.795 -5.156 -0.10 0.19 -0.16
C 0.460 0.519 5.699 -0.09 -0.02 0.14
C 1.670 0.689 4.759 -0.15 -0.11 0.14
C 2.023 2.179 4.720 0.04 0.23 0.05
C 2.858 -0.064 5.362 0.23 -0.16 0.17
C 1.346 0.161 3.328 0.39 0.07 0.01
O 2.266 0.698 2.366 0.19 0.08 0.27
C 1.457 -1.364 3.173 0.02 -0.23 -0.28
C 0.593 -2.385 3.939 -0.08 -0.07 0.11
C -0.879 -2.497 3.580 0.08 0.16 -0.15
C -1.856 -2.244 4.534 -0.14 0.06 0.22
C -3.213 -2.328 4.231 0.10 0.05 0.24
C -3.601 -2.665 2.951 -0.12 -0.07 -0.11
Cl -5.296 -2.806 2.582 0.19 0.05 0.00
C -2.656 -2.922 1.970 0.15 -0.02 -0.04
C -1.306 -2.850 2.299 0.02 0.01 -0.19
C -0.004 0.695 2.883 -0.93 0.06 -0.61
N -0.093 1.009 1.459 -0.01 0.61 0.24
C -0.075 0.161 0.435 -0.01 -0.58 0.90
N -0.150 0.790 -0.702 0.04 0.88 -0.15
C -0.233 2.090 -0.311 0.01 0.77 0.19
N -0.192 2.311 0.992 0.10 -1.71 -0.43
H 0.770 0.734 6.728 0.00 -0.01 -0.14
H 0.036 -0.490 5.694 0.14 0.23 -0.04
H -0.349 1.217 5.462 0.11 -0.08 0.01
H 2.000 2.574 5.744 0.03 -0.05 -0.20
H 1.330 2.768 4.114 0.01 -0.08 0.07
H 3.023 2.356 4.317 -0.06 -0.05 0.02
H 3.179 0.442 6.279 -0.05 -0.08 -0.10
H 3.733 -0.091 4.698 -0.14 0.06 0.05
H 2.615 -1.100 5.623 0.00 0.17 -0.04
H 3.160 0.581 2.701 0.07 -0.03 0.03
H 2.501 -1.619 3.375 -0.02 0.01 -0.02
H 1.339 -1.533 2.098 -0.03 -0.14 0.06
H 0.660 -2.234 5.018 0.10 0.01 -0.09
H 1.073 -3.352 3.760 -0.10 -0.03 -0.04
H -1.556 -1.977 5.546 -0.10 -0.05 -0.14
H -3.969 -2.135 4.985 0.12 -0.01 -0.05
H -2.982 -3.170 0.965 0.10 0.05 0.11
H -0.567 -3.082 1.531 -0.11 0.05 0.10
H -0.266 1.609 3.393 0.01 0.23 0.00
H -0.790 -0.032 3.094 0.01 0.07 0.11
H -0.037 -0.910 0.574 -0.04 0.14 -0.06
H -0.343 2.903 -1.016 0.04 -0.09 0.09
C 0.665 2.509 -4.834 0.75 0.36 0.44
C 1.515 1.931 -3.693 -0.39 0.03 -0.63
C 1.873 0.575 -3.665 0.26 0.45 -0.28
C 2.601 0.050 -2.616 0.29 0.03 0.14
C 3.056 0.876 -1.592 0.02 -0.10 0.18
C 2.773 2.230 -1.635 -0.11 0.02 -0.09
C 2.001 2.738 -2.679 -0.09 0.43 0.27
H 1.130 2.278 -5.795 0.07 -0.01 0.06
H 0.640 3.601 -4.740 0.03 -0.10 -0.04
H 1.630 -0.029 -4.521 -0.22 -0.25 -0.12
H 2.844 -1.004 -2.620 0.03 -0.06 0.04
H 3.625 0.464 -0.763 -0.07 0.05 -0.13
H 3.121 2.890 -0.846 -0.03 -0.07 -0.10
H 1.761 3.800 -2.704 0.05 -0.13 0.06
```
Positions in Å, forces in eV/Å.

Its energy is -3268.649483 hartree. As for the spin multiplicity: 8. Its expectation value of S² is 15.76. As for the HOMO energy (alpha / beta): -0.1943 / -0.3065 Eh. The value obtained for the LUMO energy (alpha / beta) is 0.0045 / 0.0043 Eh.

Löwdin population analysis, charges in e, atoms 1 to 2: 1.568 -0.016